# C31H33N5O6S

A cluster of 6 separate species, C31H33N5O6S in total (ωB97M-V with the def2-TZVPD basis set, the Open Molecules 2025 dataset).

```
! RIJCOSX wB97M-V def2-TZVPD def2/J DEFGRID3
* xyz 0 1
S 4.09081 -2.15615 3.75506
O 5.27708 -3.45389 3.83919
O -0.57300 -2.23339 5.27907
O -0.61880 -3.41680 3.37991
O 0.83019 -4.93593 4.21457
O 4.06376 -1.75460 2.36780
O 2.90721 -3.23864 3.94700
N 2.46453 -2.34414 -2.09486
N -0.70882 1.12988 -2.54002
N 1.51453 -2.45883 -6.04187
N -1.83188 1.43695 1.51360
N -4.12373 4.64073 5.16536
C 5.20885 -2.44647 -1.64352
C -1.66131 3.38007 0.12162
C 0.42042 -3.19029 -5.84448
C -0.72589 -3.07598 -6.61754
C 4.69786 -2.59696 -2.92188
C -2.90440 3.81760 0.54781
C -3.95801 6.60163 3.79807
C 1.48885 -1.57088 -7.03251
C 6.46135 -3.01557 4.23293
C 0.39305 -1.37473 -7.85947
C -1.17195 2.18604 0.63168
C -1.91005 -1.39443 3.47163
C -3.46596 5.40362 4.29532
C -5.90039 6.24845 5.13336
C 3.32218 -2.54154 -3.09728
C 4.33188 -2.24143 -0.58899
C -3.02710 1.87078 1.91271
C 0.03456 0.48773 -3.43942
C -2.60897 0.78917 -3.95734
C 6.86773 -1.68698 4.27659
C -0.47112 -0.03201 -4.62290
C -5.20318 7.03181 4.22758
C -2.00601 1.26891 -2.80491
C -1.82190 0.12607 -4.88570
C 0.64992 -3.90105 3.67263
C -0.73740 -2.14869 -7.64754
C -3.60626 3.04600 1.46178
C -0.98776 -2.33627 4.16360
C 1.74521 -2.99964 3.15534
C 2.97493 -2.19681 -0.87282
C -5.31776 5.06751 5.57000
H 6.63196 -1.02036 5.09551
H 7.06079 -3.88268 4.53866
H 1.45495 -1.94779 3.15612
H -1.07862 3.94365 -0.59387
H -3.32228 4.74398 0.17385
H 4.68641 -2.12680 0.42360
H 2.25381 -2.03864 -0.07679
H -2.49762 5.02982 3.98043
H 5.34780 -2.76117 -3.77098
H -5.83180 4.42927 6.28044
H 1.92176 -3.27593 2.11203
H 0.18318 -0.54347 -5.31068
H -1.39515 -0.98561 2.60095
H -1.58606 -3.69831 -6.41259
H -4.57971 3.35012 1.82198
H 6.27660 -2.49033 -1.46810
H -6.87543 6.54350 5.49617
H -3.54460 1.24502 2.63237
H -2.78539 -1.94011 3.11830
H 2.39360 -0.98770 -7.16659
H -3.66909 0.93153 -4.11861
H -2.58843 1.79340 -2.05384
H 0.46723 -3.89930 -5.02508
H -1.61351 -2.02787 -8.27202
H -2.19154 -0.60265 4.15714
H -3.37703 7.17962 3.09224
H -2.25494 -0.26621 -5.79728
H 1.08549 0.37688 -3.19634
H 0.42777 -0.63401 -8.64650
H -5.62273 7.96074 3.86327
H -0.20910 1.80491 0.31510
H 2.87874 -2.65984 -4.08016
H 7.54965 -1.33450 3.51013
*
```

HOMO-LUMO gap = 7.3 eV
HOMO energy = -7.494 eV

Atomic partial charges in e from the Löwdin method, atoms 1 to 5: number 1, S, carries 1.0456; number 2, O, carries -0.1963; number 3, O, carries 0.1544; number 4, O, carries 0.0895; number 5, O, carries 0.2124